DFT (the ωB97M-V functional and the def2-TZVPD basis) results for a structure of composition C46H50AgBrClIN3O6PSi.

Geometry as XYZ:
```
111
C46H50AgBrClIN3O6PSi the ωB97M-V functional and the def2-TZVPD basis
I -4.82938 2.34018 -1.43645
Ag -2.19141 0.99471 0.05195
Br 1.52005 -0.87718 1.44367
Cl -2.60198 -1.97494 0.11090
P -1.92505 0.84837 -2.69723
Si 2.80758 -2.63600 2.06194
O -2.36715 -2.29174 1.52343
O -3.68846 -0.94723 0.04895
O -1.02619 -3.04741 -2.81746
O -1.72610 3.92769 6.87889
O -1.38658 -1.25659 -0.40063
O -1.41475 5.93858 6.20034
N -1.75620 3.26066 0.56972
N -1.65893 1.26782 2.44535
N -1.53815 4.74938 6.00649
C -4.85981 4.61212 -3.23678
C -1.87912 5.93226 1.30019
C 1.00536 -4.13289 0.40409
C -1.81855 4.21143 -0.33546
C -2.96500 -3.43135 -4.28866
C -3.00703 3.05123 -6.64373
C 3.82084 -2.70587 -0.61006
C 5.35930 -3.67535 1.05986
C 2.37231 -5.45705 2.03063
C 0.43477 -4.08513 2.78250
C -2.21593 -0.90697 -3.14891
C -2.36761 1.85177 -6.63874
C 1.76938 2.33903 -3.80551
C -1.46559 0.28835 3.29941
C -2.64756 1.66735 -4.21701
C -1.74476 3.59766 1.87508
C -1.53477 -3.15048 -4.15231
C -3.48345 -1.34929 -3.13017
C 4.30568 -2.57059 0.84407
C 3.33591 -2.24153 3.87546
C -1.23298 0.52754 4.66072
C 2.11149 0.61209 -2.17514
C -1.26722 1.80708 5.13553
C -1.13814 -1.82551 -3.53993
C -4.80633 5.37299 -4.42370
C -1.89578 5.57507 -0.01946
C -4.24749 3.39242 -3.14819
C 2.62913 1.59180 -3.01388
C -1.71101 5.24949 3.67358
C 1.62816 -4.13066 1.81362
C -0.12602 1.10469 -2.95447
C -4.20702 4.84016 -5.51781
C -1.64531 2.54319 2.88347
C 3.57666 -0.73411 4.06820
C 5.02916 -1.22076 0.96432
C -3.46918 2.84895 -4.22819
C 0.39973 2.09839 -3.77664
C 0.74592 0.37760 -2.13470
C -1.78285 4.93213 2.28186
C -1.50601 2.87686 4.24184
C -1.57709 4.28132 4.59032
C 4.62959 -2.98195 4.25488
C 2.26642 -2.62955 4.90458
C -3.55880 3.57978 -5.45468
C -3.86525 -2.62333 -3.71277
C -2.16767 1.19248 -5.41437
H -3.27337 -4.29744 -4.86082
H 2.64917 -0.16751 3.98325
H -0.84883 -3.62757 -4.84332
H -1.76007 6.28016 3.99547
H 6.07132 -3.64359 0.22671
H 3.69574 1.77566 -3.04450
H -4.27737 -0.70055 -2.77126
H 5.93098 -3.54007 1.97402
H 3.98043 -0.57601 5.07566
H -1.80579 3.88508 -1.37178
H -0.25932 -4.88288 2.49602
H 2.16132 3.11551 -4.45068
H -3.11788 3.62027 -7.55927
H -1.96349 6.30995 -0.80945
H 1.28147 -2.22793 4.65674
H 1.65748 -6.28420 1.95544
H 4.93314 -4.67756 1.07816
H -1.04041 -0.30410 5.32565
H 4.28402 -0.31138 3.35778
H 1.72384 -4.32010 -0.38800
H 2.83930 -5.51906 3.01885
H 2.94809 -2.08721 -0.83003
H -4.92058 -2.86201 -3.76318
H 4.59732 -4.04984 4.02300
H 0.35215 -0.37201 -1.45212
H -0.17959 -1.40134 -3.81705
H -4.21712 5.36448 -6.46627
H 3.14227 -5.62841 1.27809
H 0.48116 -3.20211 0.18258
H -1.11593 2.00283 6.18327
H 5.50138 -2.55333 3.76179
H 4.79001 -2.88451 5.33456
H -1.97163 1.42841 -7.55264
H 2.17860 -3.70947 5.02220
H 0.26420 -4.93922 0.36358
H 2.76959 0.03355 -1.53787
H -5.29346 6.33869 -4.46621
H 2.56293 -2.22015 5.87789
H -1.92959 6.97169 1.60255
H -0.11767 -3.14831 2.70702
H 4.35493 -0.37179 0.83395
H 3.57903 -3.73704 -0.85983
H -1.55574 0.29856 -5.41639
H 0.71132 -4.25928 3.81683
H -1.51224 -0.71566 2.89103
H 5.79743 -1.16586 0.18417
H -0.25357 2.69441 -4.40205
H -5.44046 4.97748 -2.40055
H 5.53844 -1.11236 1.92248
H 4.63328 -2.39599 -1.27829
```

The value obtained for the energy above the lowest of the compared OMol25 structures with the same formula, charge and spin is 68.8 kJ/mol. For the total energy, the calculation gives -177093.444 eV. For the orbital gap, the calculation gives 6.49 eV. The calculation puts the HOMO energy at -7.61 eV. Its LUMO energy is -1.1 eV. The molar mass is 1150.11 g/mol.